No. 1
The following is a DFT calculation (wB97M-V/def2-TZVPD) of the molecule C17H10N10.

Geometry as XYZ:
```
37
Properties=species:S:1:pos:R:3
N 0.063 3.967 6.724
C 0.288 3.569 5.665
N -0.588 1.340 -3.617
N -1.748 0.701 -3.540
N -3.889 -1.633 0.108
N 1.498 3.106 3.581
N 0.971 2.198 -1.960
N -1.272 -4.163 0.234
N -1.069 1.200 -0.047
C -3.028 -1.279 -0.908
C 1.088 2.277 -0.651
C -0.108 -4.218 -0.441
C 1.428 2.635 2.376
C 0.361 3.177 4.300
C -0.217 1.599 -2.303
C 0.123 1.759 0.286
C -2.069 -3.112 0.031
C -1.134 1.103 -1.379
C 0.129 -3.363 -1.506
C -0.853 2.620 3.870
C -0.816 -2.333 -1.841
C -0.866 1.989 2.620
C -1.883 -2.174 -1.013
C 0.269 2.100 1.746
N -3.281 -2.682 0.684
N -2.015 0.455 -2.228
C -3.286 -0.089 -1.755
H 2.047 2.703 -0.236
H 0.457 -5.138 -0.252
H 2.220 2.654 1.639
H 1.058 -3.479 -2.053
H -1.808 2.562 4.376
H -0.546 -1.675 -2.631
H -1.763 1.439 2.259
H -3.702 -3.228 1.460
H -4.045 -0.226 -2.540
H -3.647 0.701 -1.083
```

Gap between HOMO and LUMO, eV: 7.52
Electronic energy, Ha: -1201.29988
Charge: 0
SMILES: N#Cc1ccc(-c2cnc3nnn(Cc4n[nH]c5ncccc45)c3n2)cn1
E_LUMO, eV: -1.6

=====

No. 2
The following is a DFT calculation (wB97M-V/def2-TZVPD) of C17H11AsIrN5OS8 as an isolated structure.

Geometry as XYZ:
```
44
Properties=species:S:1:pos:R:3
Ir 1.443 -0.101 -0.262
N -2.477 -0.198 -2.168
C -1.165 -0.384 -1.937
N -0.570 0.009 -0.866
C -1.291 0.723 0.125
N -0.680 1.157 1.194
N 0.614 0.896 1.222
C 1.431 1.211 2.231
C 2.774 0.817 2.085
C 3.763 1.031 3.068
C 5.041 0.586 2.859
C 5.356 -0.067 1.659
C 4.357 -0.249 0.726
N 3.105 0.162 0.914
C -2.703 0.962 -0.080
C -3.499 1.651 0.835
C -4.845 1.847 0.582
C -5.416 1.373 -0.591
C -4.638 0.694 -1.518
C -3.292 0.487 -1.262
H -2.867 -0.488 -3.046
H -0.591 -0.890 -2.702
H 1.057 1.741 3.096
H 3.478 1.543 3.977
H 5.803 0.733 3.614
H 6.356 -0.420 1.455
H 4.557 -0.728 -0.223
H -3.034 2.027 1.735
H -5.454 2.379 1.301
H -6.468 1.529 -0.786
H -5.076 0.336 -2.442
O -2.701 -5.689 -0.261
C -1.809 -4.890 -0.158
S -0.755 -4.421 -1.502
C 0.239 -3.265 -0.627
C -0.083 -3.070 0.714
S 0.744 -2.063 1.772
S -1.434 -4.013 1.332
S 1.503 -2.500 -1.445
S 0.095 1.604 -4.162
As 1.826 1.923 -2.953
S 2.841 0.072 -2.414
S 1.319 2.762 -1.036
S 3.147 3.179 -4.057
```

Gap between HOMO and LUMO (spin up / spin down), eV: 5.72 / 5.16
Electronic energy, Ha: -6529.16147
Charge: -1
E_LUMO (spin up / spin down), eV: 2.3 / 0.2
Spin multiplicity: 6

=====

No. 3
The following is a DFT calculation (wB97M-V/def2-TZVPD) of C17H11AuF6N4O6S3 as an isolated structure.

Geometry as XYZ:
```
48
Properties=species:S:1:pos:R:3
Au 0.036 1.207 0.664
O 0.804 -2.656 1.286
C 0.321 -1.556 1.270
O 0.851 -0.560 0.580
C -0.921 -1.235 2.075
C -1.387 -2.159 3.029
C -2.486 -1.828 3.764
C -3.139 -0.593 3.535
C -4.295 -0.196 4.250
C -4.901 0.995 3.972
C -4.383 1.839 2.964
C -3.268 1.484 2.261
C -2.621 0.261 2.543
N -1.506 -0.086 1.844
H -0.849 -3.088 3.145
H -2.873 -2.497 4.521
H -4.688 -0.855 5.012
H -5.784 1.295 4.518
H -4.880 2.773 2.743
H -2.880 2.117 1.476
F 2.578 2.247 -4.464
C 2.856 1.989 -3.189
F 2.834 0.678 -2.997
F 4.077 2.441 -2.916
S 1.639 2.848 -2.081
O 1.747 2.115 -0.826
O 2.018 4.223 -2.080
N 0.243 2.691 -2.760
S -0.611 1.376 -2.787
O -0.034 0.255 -3.455
O -1.261 1.126 -1.504
C -2.012 1.981 -3.871
F -2.484 0.955 -4.569
F -1.629 2.932 -4.707
F -2.998 2.467 -3.108
C -0.820 7.086 1.972
C -0.757 5.654 1.559
C -1.409 5.198 0.404
C -1.278 3.873 0.070
N -0.551 3.085 0.867
C 0.067 3.586 1.949
S 1.017 2.361 2.732
N -0.027 4.846 2.328
H -1.592 7.631 1.434
H 0.145 7.551 1.762
H -0.992 7.159 3.044
H -1.987 5.865 -0.216
H -1.729 3.417 -0.800
```

Gap between HOMO and LUMO (spin up / spin down), eV: 6.71 / 6.68
Electronic energy, Ha: -3254.29723
Charge: 0
E_LUMO (spin up / spin down), eV: -2.8 / -2.8

=====

No. 4
The following is a DFT calculation (wB97M-V/def2-TZVPD) of C17H11Br4O5PdS2 as an isolated structure.

Geometry as XYZ:
```
40
Properties=species:S:1:pos:R:3
Pd -0.414 -0.121 0.199
Br 4.765 -5.002 0.400
C 3.796 -3.383 0.171
C 4.443 -2.227 -0.214
Br 6.321 -2.195 -0.493
C 3.685 -1.047 -0.385
Br 4.495 0.584 -0.938
C 2.309 -0.998 -0.195
O 1.605 0.083 -0.380
C 1.626 -2.203 0.248
O 0.358 -2.163 0.463
C 2.404 -3.362 0.386
Br 1.450 -4.915 0.916
C -0.101 2.142 -2.111
C -0.230 2.835 -0.789
C -0.204 4.341 -0.773
O -0.330 2.221 0.254
H -0.169 2.842 -2.943
H -0.862 1.366 -2.207
H 0.867 1.633 -2.109
H -1.056 4.714 -1.347
H 0.706 4.697 -1.264
H -0.255 4.711 0.248
S -2.772 -0.906 -1.879
C -2.362 -0.728 -0.317
O -6.591 5.805 1.060
C -5.883 5.250 -0.002
O -5.916 5.868 -1.057
C -5.164 4.036 0.260
C -5.072 3.395 1.540
C -4.389 2.221 1.704
C -3.746 1.587 0.611
S -2.901 0.128 1.012
C -3.792 2.226 -0.662
C -4.471 3.401 -0.818
H -6.531 5.203 1.808
H -5.506 3.836 2.434
H -4.322 1.775 2.691
H -3.288 1.771 -1.504
H -4.505 3.883 -1.787
```

Gap between HOMO and LUMO (spin up / spin down), eV: 4.04 / 5.77
Electronic energy, Ha: -12250.93242
Charge: -2
E_LUMO (spin up / spin down), eV: 4.1 / 4.1
Spin multiplicity: 4

=====

No. 5
The following is a DFT calculation (wB97M-V/def2-TZVPD) of C17H11F3LiNO3S2 as an isolated structure.

Geometry as XYZ:
```
38
Properties=species:S:1:pos:R:3
F -1.810 -2.670 2.516
C -0.644 -1.971 2.830
F -1.058 -0.984 3.796
F 0.162 -2.805 3.551
S -0.062 -1.316 1.353
N 1.332 0.320 2.126
C 1.093 1.646 1.877
O -0.089 2.069 1.780
C 2.366 2.360 1.852
C 3.427 1.507 2.084
C 4.737 1.910 1.892
C 4.962 3.250 1.521
C 3.874 4.123 1.347
C 2.560 3.693 1.493
S 2.886 -0.138 2.441
O 3.026 -0.473 3.818
O 3.398 -1.062 1.433
H 5.532 1.194 2.015
H 5.984 3.590 1.369
H 4.063 5.160 1.079
H 1.695 4.320 1.332
C -1.528 0.247 -2.008
Li -0.782 0.740 2.912
C -1.625 -1.006 -1.439
C -0.329 -1.430 -0.941
C 0.605 -0.378 -1.361
C -0.157 0.704 -1.922
C 0.463 1.938 -2.162
C 1.803 2.097 -1.795
C 2.537 1.025 -1.257
C 1.950 -0.222 -1.075
H -2.328 0.885 -2.414
H -2.531 -1.610 -1.324
H -0.039 -2.487 -0.797
H -0.118 2.757 -2.600
H 2.289 3.061 -1.916
H 3.594 1.159 -1.000
H 2.532 -1.073 -0.727
```

Gap between HOMO and LUMO, eV: 5.35
Electronic energy, Ha: -2038.33069
Charge: 0
E_LUMO, eV: -2.0

=====

No. 6
The following is a DFT calculation (wB97M-V/def2-TZVPD) of the molecule C17H11N3O10.

Geometry as XYZ:
```
41
Properties=species:S:1:pos:R:3
O 1.603 5.051 2.189
O 0.962 4.743 -2.915
O 1.090 -0.203 0.523
O -2.867 -4.740 -0.270
O 1.898 -5.657 3.753
O -2.378 -6.192 1.377
O 3.553 -4.811 2.592
O -0.459 5.101 2.966
O -1.233 3.935 0.355
O 2.575 -2.127 1.727
C 0.390 5.009 1.947
C 0.500 4.217 -1.909
C 0.468 -1.131 -0.040
C 0.793 4.808 -0.550
C 0.010 4.529 0.600
C -1.498 1.656 -3.786
C -0.914 2.851 -3.292
C -1.269 0.445 -3.044
C 0.208 1.705 -1.543
C -0.871 -3.097 0.526
C 0.116 -4.884 1.734
C 1.455 -2.932 1.522
C -0.053 2.905 -2.220
C 0.404 -2.434 0.623
C -0.448 0.440 -1.880
C -0.945 -4.404 0.971
C 1.304 -4.234 2.062
N -0.249 -0.855 -1.245
N -2.152 -5.106 0.729
N 2.307 -4.880 2.830
H 0.091 5.367 3.784
H -1.732 4.192 1.154
H 2.425 -1.217 1.328
H 1.791 5.371 -0.580
H -2.195 1.595 -4.581
H -1.248 3.831 -3.779
H -1.878 -0.477 -3.331
H 0.804 1.763 -0.641
H -1.697 -2.715 -0.066
H -0.087 -5.797 2.174
H -0.574 -1.620 -1.794
```

Gap between HOMO and LUMO, eV: 7.36
Electronic energy, Ha: -1570.81565
Charge: 0
SMILES: O=C(O)/C(O)=C/C(=O)c1cccc(NC(=O)c2cc([N+](=O)[O-])cc([N+](=O)[O-])c2O)c1
E_LUMO, eV: -1.8

=====

No. 7
The following is a DFT calculation (wB97M-V/def2-TZVPD) of C17H11N6Pd as an isolated structure.

Geometry as XYZ:
```
35
Properties=species:S:1:pos:R:3
Pd 0.824 -0.606 0.092
C 1.049 1.842 4.033
C -0.191 2.441 4.067
C -1.057 2.219 3.004
C -0.662 1.393 1.932
N 0.569 0.787 1.928
C 1.384 1.011 2.931
C -1.513 1.176 0.786
C -2.782 1.781 0.616
C -3.503 1.537 -0.547
C -2.969 0.715 -1.518
C -1.691 0.122 -1.305
N -1.033 0.362 -0.179
C -1.019 -0.747 -2.283
C -1.579 -1.085 -3.505
C -0.855 -1.887 -4.387
C 0.403 -2.317 -4.024
C 0.908 -1.946 -2.773
N 0.220 -1.190 -1.932
H 1.774 1.981 4.824
H -0.488 3.072 4.894
H -2.030 2.687 3.010
H 2.353 0.527 2.900
H -3.196 2.433 1.371
H -4.474 1.994 -0.690
H -3.516 0.525 -2.430
H -2.564 -0.741 -3.786
H -1.282 -2.161 -5.343
H 1.004 -2.934 -4.678
H 1.889 -2.272 -2.451
N 6.802 -2.111 2.135
C 5.862 -2.351 1.459
N 4.873 -2.691 0.727
C 3.758 -2.030 0.655
N 2.731 -1.534 0.464
```

Gap between HOMO and LUMO (spin up / spin down), eV: 8.38 / 4.91
Electronic energy, Ha: -1109.63917
Charge: +3
E_LUMO (spin up / spin down), eV: -11.0 / -14.3
Spin multiplicity: 5

=====

No. 8
The following is a DFT calculation (wB97M-V/def2-TZVPD) of C17H12BrF6N2O9S2SeTa as an isolated structure.

Geometry as XYZ:
```
51
Properties=species:S:1:pos:R:3
Ta 0.282 -0.274 0.480
O 0.654 -3.736 -0.963
C 1.081 -2.627 -1.040
O 1.310 -1.849 0.051
C 1.415 -1.904 -2.336
C 2.376 -0.731 -2.081
C 2.943 -0.192 -3.386
C 1.723 0.543 -3.984
C 0.660 0.299 -2.922
O 1.426 0.310 -1.681
C 0.175 -1.167 -2.953
C -1.113 -1.226 -2.153
O -2.193 -1.396 -2.626
O -0.929 -0.985 -0.833
H 1.812 -2.640 -3.031
H 3.098 -0.896 -1.290
H 3.316 -0.997 -4.016
H 3.764 0.493 -3.185
H 1.411 0.154 -4.952
H 1.910 1.610 -4.090
H -0.129 1.038 -2.872
H -0.051 -1.505 -3.961
F 0.688 5.074 2.454
C 0.307 3.833 2.689
F -0.825 3.823 3.372
F 1.247 3.192 3.373
S 0.098 2.948 1.085
O -0.188 1.536 1.549
O 1.314 3.061 0.351
N -1.183 3.603 0.519
S -1.927 2.788 -0.628
O -1.121 1.637 -1.019
O -2.448 3.640 -1.633
C -3.389 2.051 0.259
F -4.316 1.735 -0.628
F -3.009 0.952 0.909
F -3.884 2.918 1.131
Se 2.532 0.359 1.686
C 3.697 -0.940 1.117
N 4.448 -1.744 0.775
Br -2.994 -3.491 5.471
C -2.071 -2.586 4.097
C -2.004 -3.154 2.834
C -1.328 -2.484 1.830
C -0.716 -1.242 2.062
C -0.798 -0.707 3.357
C -1.469 -1.368 4.371
H -2.472 -4.108 2.637
H -1.274 -2.945 0.852
H -0.329 0.240 3.590
H -1.524 -0.945 5.364
```

Gap between HOMO and LUMO, eV: 7.63
Electronic energy, Ha: -7869.80913
Charge: 0
E_LUMO, eV: -1.8